[1]
Computed, not measured: C4H8EuO3 as an isolated structure at a distorted geometry, with wB97M-V/def2-TZVPD.

```
16
Properties=species:S:1:pos:R:3:forces:R:3
O 2.3849 1.3910 -0.4005 5.804 -1.777 -2.380
C 2.6184 0.1098 -0.0394 1.268 -1.277 -0.302
O 1.3756 -0.3821 0.6045 0.632 -1.607 1.242
C 0.5209 -1.2141 -0.1345 -3.932 -1.278 -1.162
C -0.8856 -0.8679 0.1617 1.366 2.217 -0.221
O -1.0937 0.5100 -0.0431 -2.339 -1.515 -0.673
C -2.4651 0.9256 -0.0042 -0.474 0.144 0.017
Eu 0.6949 1.8316 0.2901 -5.119 4.744 2.862
H 3.3899 0.0010 0.7410 -0.228 0.072 -0.309
H 2.8328 -0.5673 -0.8858 -0.044 0.254 0.244
H -0.3663 -2.2344 -0.1249 3.262 -0.885 0.613
H -1.4606 -1.2687 1.0021 0.142 0.184 -0.178
H -2.4719 2.0156 -0.0949 -0.136 -0.177 0.003
H -2.9989 0.4685 -0.8456 0.055 0.214 0.250
H -2.9147 0.6268 0.9510 0.032 0.079 -0.236
H 0.8394 -1.3453 -1.1775 -0.289 0.606 0.228
```
Positions in Å, forces in eV/Å.

Energy relative to the best compared isomer or geometry (same formula, charge and spin) in kJ/mol: 131.6
Total charge: +1
Total energy in a.u.: -1092.79391
Gap between HOMO and LUMO (alpha / beta) in eV: 7.44 / 8.18
Lowest unoccupied orbital energy (alpha / beta) in eV: -3.9 / -5.1
Multiplicity: 9

***

[2]
Computed, not measured: an isolated ion of composition C4H8F2N and charge +1 at a distorted geometry, with wB97M-V/def2-TZVPD.

```
15
Properties=species:S:1:pos:R:3:forces:R:3
C -0.6931 -0.1264 -0.1857 0.665 -2.138 0.951
C -0.0432 -1.5028 0.2538 -1.240 4.819 2.480
C 0.7396 -0.1705 0.4439 -0.325 -0.096 -1.582
C 1.0839 0.5515 1.7950 -1.419 -2.368 -2.179
N -0.7916 -0.0603 -1.6737 0.105 1.416 -0.280
F -0.6736 -2.0373 1.3267 0.666 -0.299 -0.444
F 1.6904 -0.0283 -0.6010 -0.723 -0.255 0.958
H -1.5378 0.2056 0.4374 0.395 0.012 -0.707
H 0.2376 -2.0812 -0.5420 0.783 -2.053 -1.479
H 1.0829 -0.3406 2.4241 0.753 0.622 0.791
H 0.1310 1.0430 1.9753 0.569 0.869 0.616
H 2.0174 1.1238 1.6908 -0.656 -0.173 0.322
H -0.8777 0.9700 -1.9473 0.495 -1.707 -0.057
H -1.5699 -0.5776 -2.1544 0.615 0.387 0.962
H 0.1147 -0.4882 -1.9803 -0.684 0.964 -0.354
```
Positions in Å, forces in eV/Å.

Energy relative to the best compared isomer or geometry (same formula, charge and spin) in kJ/mol: 168.8
Total charge: +1
SMILES: C[C@]1(F)[C@@H]([NH3+])[C@@H]1F
Total energy in a.u.: -411.36083
Gap between HOMO and LUMO in eV: 11.36
Lowest unoccupied orbital energy in eV: -4.0

***

[3]
Computed, not measured: an isolated ion of composition C4H8F2N3O2 and charge +1 at a distorted geometry, with wB97M-V/def2-TZVPD.

```
19
Properties=species:S:1:pos:R:3:forces:R:3
C -0.4612 2.3280 -0.1194 2.171 2.071 0.878
C -1.6539 0.3136 -0.2726 -1.698 -0.388 1.584
C -0.9966 -1.5666 1.1808 -1.604 -1.281 -2.149
C 2.7165 -0.0621 -0.4824 -2.095 -0.909 3.748
N -1.0456 1.4653 -0.8549 -0.928 -0.234 -1.435
N 0.6099 -0.0934 0.6102 0.995 1.280 1.906
N -0.5064 -0.6715 0.0636 -1.554 -0.810 -1.652
O 0.0322 3.2395 0.3984 -1.502 -2.523 -1.306
O 1.4261 0.5027 -0.3596 0.629 0.368 -2.054
F 2.6718 -1.2406 -1.0693 -0.101 -0.861 -0.411
F 3.1924 -0.2325 0.7971 -0.008 -0.146 -0.970
H -2.1248 0.6303 0.7133 0.658 -0.642 -1.175
H -2.4826 -0.1029 -0.9539 1.468 0.494 0.874
H -0.3365 -1.2661 1.9691 -0.290 -0.186 0.909
H -2.1124 -1.3859 1.2310 1.378 -0.296 0.720
H -0.8672 -2.6245 0.8223 0.150 1.027 0.734
H 3.3408 0.5926 -0.9601 1.328 1.760 -1.543
H -1.0438 1.3740 -1.8897 0.730 1.226 0.766
H -0.3588 -1.1998 -0.8240 0.275 0.050 0.577
```
Positions in Å, forces in eV/Å.

Energy relative to the best compared isomer or geometry (same formula, charge and spin) in kJ/mol: 269.3
Total charge: +1
Total energy in a.u.: -671.23574
Gap between HOMO and LUMO (alpha / beta) in eV: 7.10 / 7.10
Lowest unoccupied orbital energy (alpha / beta) in eV: -5.3 / -5.3